[1]
The following is a DFT calculation (wB97M-V/def2-TZVPD) of 2 unconnected molecules or ions with the total composition C5H12O2 in a non-equilibrium geometry.

```
! RIJCOSX wB97M-V def2-TZVPD def2/J DEFGRID3
* xyz 0 1
C -0.500 2.505 -0.630
C -0.123 1.356 0.290
C -0.028 0.033 -0.452
O 0.984 0.033 -1.447
C 0.125 -1.096 0.546
C -0.107 -2.484 0.003
O 1.164 -0.906 1.407
H 0.208 2.587 -1.462
H -1.498 2.350 -1.057
H -0.509 3.453 -0.087
H 0.840 1.546 0.785
H -0.860 1.228 1.092
H -0.963 -0.175 -0.988
H 1.787 0.392 -1.045
H -1.150 -0.956 1.297
H 0.421 -3.309 0.502
H -1.055 -2.195 0.549
H -0.156 -2.605 -1.089
H 1.419 -1.757 1.785
*
```

ΔE to the lowest compared entry with this formula, charge and spin, kcal/mol: 79.2
LUMO level, hartree: 0.0271
Total energy, Eh: -348.07855
Kohn-Sham gap, eV: 9.8
F_max, hartree/bohr: 0.0771

Results of the Mulliken charge analysis, in e, for atoms 1 through 2:
1. C -1.20
2. C -0.45

---

[2]
The following is a DFT calculation (wB97M-V/def2-TZVPD) of a molecular structure, C5H12O2 in a non-equilibrium geometry.

```
! RIJCOSX wB97M-V def2-TZVPD def2/J DEFGRID3
* xyz 0 1
C 1.033 0.666 -0.208
C 2.128 -0.328 0.118
O 1.806 -1.583 -0.444
C 0.476 -1.863 -0.114
C -0.392 -0.744 -0.576
O -1.360 0.664 1.097
C -2.202 1.476 0.327
H -0.470 0.735 0.704
H 1.126 1.110 -1.199
H 1.141 1.531 0.501
H 2.238 -0.428 1.212
H 3.107 -0.058 -0.291
H 0.202 -2.810 -0.587
H 0.346 -1.986 0.980
H -0.403 -0.511 -1.628
H -1.442 -0.977 -0.275
H -3.104 0.924 0.026
H -1.733 1.866 -0.595
H -2.496 2.317 0.954
*
```

ΔE to the lowest compared entry with this formula, charge and spin, kcal/mol: 102.1
LUMO level, hartree: 0.0358
Total energy, Eh: -348.04206
Kohn-Sham gap, eV: 10.2
F_max, hartree/bohr: 0.0295

Results of the Mulliken charge analysis, in e, for atoms 1 through 2:
1. C -0.80
2. C -0.47

---

[3]
The following is a DFT calculation (wB97M-V/def2-TZVPD) of 2 unconnected molecules or ions with the total composition C5H12O2 in a non-equilibrium geometry.

```
! RIJCOSX wB97M-V def2-TZVPD def2/J DEFGRID3
* xyz 0 1
C -2.541 0.041 -1.354
C -2.431 -0.530 0.061
C 0.439 0.637 2.058
O 0.887 1.719 1.175
C -0.816 -0.058 1.826
C -1.090 -0.670 0.659
H -3.684 0.175 -1.717
H -1.763 -0.324 -2.089
H -2.422 1.144 -1.196
H -2.741 -1.554 0.069
H -3.040 0.065 0.758
H 1.262 -0.061 2.134
H 0.468 1.010 3.060
H 0.208 1.779 0.450
H -1.566 -0.039 2.614
H -0.182 -1.171 0.127
H 4.049 -1.227 -4.069
H 4.647 -0.275 -3.082
O 4.537 -1.224 -3.245
*
```

ΔE to the lowest compared entry with this formula, charge and spin, kcal/mol: 76.9
LUMO level, hartree: 0.0284
Total energy, Eh: -348.08229
Structure (SMILES): CC/C=C/CO.O
Kohn-Sham gap, eV: 9.6
F_max, hartree/bohr: 0.0588

Results of the Mulliken charge analysis, in e, for atoms 1 through 2:
1. C -1.00
2. C -0.37

---

[4]
The following is a DFT calculation (wB97M-V/def2-TZVPD) of a single C5H12O2 molecule.

```
! RIJCOSX wB97M-V def2-TZVPD def2/J DEFGRID3
* xyz 0 1
C 0.334 1.954 1.093
O -0.429 0.949 0.465
C 0.226 -0.316 0.308
C 0.303 -1.051 1.638
C -0.592 -1.052 -0.752
C -0.326 -0.533 -2.169
O -0.269 0.875 -2.249
H 0.508 1.737 2.154
H -0.243 2.879 1.020
H 1.302 2.096 0.593
H 1.245 -0.145 -0.075
H -0.703 -1.218 2.035
H 0.873 -0.478 2.375
H 0.801 -2.019 1.523
H -1.649 -0.924 -0.488
H -0.382 -2.128 -0.718
H 0.634 -0.933 -2.530
H -1.107 -0.913 -2.847
H -0.526 1.220 -1.378
*
```

ΔE to the lowest compared entry with this formula, charge and spin, kcal/mol: 25.9
LUMO level, hartree: 0.0371
Total energy, Eh: -348.16360
Structure (SMILES): CO[C@@H](C)CCO
Kohn-Sham gap, eV: 10.8
F_max, hartree/bohr: 0.0080

Results of the Mulliken charge analysis, in e, for atoms 1 through 2:
1. C -0.78
2. O -0.45

---

[5]
The following is a DFT calculation (wB97M-V/def2-TZVPD) of a single C5H12O2 molecule.

```
! RIJCOSX wB97M-V def2-TZVPD def2/J DEFGRID3
* xyz 0 1
C 2.308 0.062 0.798
C 0.915 0.682 0.635
C -0.064 -0.422 0.241
O -0.313 -1.310 1.335
C -1.413 -0.129 -0.425
C -1.368 0.888 -1.556
O -1.812 -1.371 -1.002
H 2.270 -0.794 1.481
H 2.660 -0.318 -0.168
H 3.050 0.771 1.174
H 0.599 1.173 1.568
H 0.944 1.467 -0.131
H 0.421 -1.037 -0.530
H -0.077 -0.872 2.159
H -2.155 0.174 0.329
H -0.425 0.839 -2.112
H -2.179 0.660 -2.253
H -1.504 1.911 -1.191
H -1.705 -2.040 -0.310
*
```

ΔE to the lowest compared entry with this formula, charge and spin, kcal/mol: 17.8
LUMO level, hartree: 0.0341
Total energy, Eh: -348.17652
Structure (SMILES): CC[C@@H](O)[C@@H](C)O
Kohn-Sham gap, eV: 10.9
F_max, hartree/bohr: 0.0068

Results of the Mulliken charge analysis, in e, for atoms 1 through 2:
1. C -1.13
2. C -0.34

---

[6]
The following is a DFT calculation (wB97M-V/def2-TZVPD) of 2 unconnected molecules or ions with the total composition C5H12O2 in a non-equilibrium geometry.

```
! RIJCOSX wB97M-V def2-TZVPD def2/J DEFGRID3
* xyz 0 1
C -1.372 0.637 0.756
O -0.432 -0.028 1.571
C -0.744 1.700 -0.139
C 0.782 1.387 -0.394
C 1.239 0.200 -1.136
C 0.691 -0.503 -2.091
H -1.932 -0.100 0.176
H -2.075 1.026 1.499
H 0.268 0.496 1.823
H -0.602 2.675 0.342
H -1.366 1.978 -0.988
H 1.354 2.270 -0.820
H 1.403 1.212 0.541
H 2.336 0.108 -0.914
H 1.269 -1.456 -2.440
H -0.382 -0.447 -2.456
H 0.253 -2.054 1.285
H -0.779 -3.173 1.322
O 0.016 -2.855 0.760
*
```

ΔE to the lowest compared entry with this formula, charge and spin, kcal/mol: 61.8
LUMO level, hartree: 0.0272
Total energy, Eh: -348.10626
Structure (SMILES): C=CCCCO.O
Kohn-Sham gap, eV: 10.2
F_max, hartree/bohr: 0.0692

Results of the Mulliken charge analysis, in e, for atoms 1 through 2:
1. C -0.37
2. O -0.45

---

[7]
The following is a DFT calculation (wB97M-V/def2-TZVPD) of a molecular structure, C5H12O2.

```
! RIJCOSX wB97M-V def2-TZVPD def2/J DEFGRID3
* xyz 0 1
C 1.796 -2.044 -0.078
O 0.750 -0.713 0.498
C -0.190 -0.169 -0.482
C -1.102 -1.265 -1.003
C -0.951 0.998 0.138
C -0.067 2.128 0.666
O 0.590 1.799 1.868
H 1.877 -1.693 -1.125
H 0.317 -1.431 0.990
H 2.707 -1.638 0.399
H 0.467 0.197 -1.279
H -1.756 -1.630 -0.201
H -0.523 -2.108 -1.388
H -1.741 -0.868 -1.798
H -1.586 0.634 0.956
H -1.622 1.394 -0.637
H 0.649 2.431 -0.119
H -0.687 3.002 0.888
H 1.073 0.977 1.707
*
```

ΔE to the lowest compared entry with this formula, charge and spin, kcal/mol: 109.2
LUMO level, hartree: 0.0299
Total energy, Eh: -348.03075
Kohn-Sham gap, eV: 8.9
F_max, hartree/bohr: 0.0081

Results of the Mulliken charge analysis, in e, for atoms 1 through 2:
1. C -0.59
2. O -0.50

---

[8]
The following is a DFT calculation (wB97M-V/def2-TZVPD) of 2 unconnected molecules or ions with the total composition C5H12O2 in a non-equilibrium geometry.

```
! RIJCOSX wB97M-V def2-TZVPD def2/J DEFGRID3
* xyz 0 1
C 0.894 -0.682 -0.056
O 0.794 -1.811 0.809
C 0.355 0.562 0.706
C -1.030 0.963 0.170
C -2.046 1.344 1.176
C -3.376 1.353 1.102
H 0.418 -0.848 -1.028
H 1.917 -0.443 -0.378
H 0.880 -2.612 0.256
H 0.459 0.250 1.750
H 1.154 1.299 0.641
H -1.464 0.325 -0.595
H -0.809 1.891 -0.393
H -1.686 1.687 2.149
H -4.054 1.491 1.930
H -3.865 1.151 0.148
H 3.043 -2.032 -2.718
H 4.546 -2.284 -2.732
O 3.871 -1.603 -2.937
*
```

ΔE to the lowest compared entry with this formula, charge and spin, kcal/mol: 51.7
LUMO level, hartree: 0.0176
Total energy, Eh: -348.12240
Structure (SMILES): C=CCCCO.O
Kohn-Sham gap, eV: 9.8
F_max, hartree/bohr: 0.0419

Results of the Mulliken charge analysis, in e, for atoms 1 through 2:
1. C -0.42
2. O -0.53

---

[9]
The following is a DFT calculation (wB97M-V/def2-TZVPD) of 2 unconnected molecules or ions with the total composition C5H12O2 in a non-equilibrium geometry.

```
! RIJCOSX wB97M-V def2-TZVPD def2/J DEFGRID3
* xyz 0 1
C -1.125 -2.253 -0.887
C -0.557 -0.791 -1.092
C -0.138 1.199 2.156
O 0.616 2.223 2.651
C -0.050 0.817 0.786
C -0.238 -0.438 0.311
H -1.573 -2.281 0.053
H -0.365 -2.953 -0.705
H -1.971 -2.416 -1.611
H -1.097 0.008 -1.541
H 0.410 -0.823 -1.793
H -0.024 0.408 3.026
H -1.188 1.534 2.415
H 0.043 2.735 3.176
H 0.167 1.704 0.128
H -0.138 -1.221 1.050
H 2.470 0.102 -2.556
H 2.106 1.515 -2.472
O 2.652 0.930 -3.094
*
```

ΔE to the lowest compared entry with this formula, charge and spin, kcal/mol: 79.4
LUMO level, hartree: 0.0253
Total energy, Eh: -348.07824
Structure (SMILES): CC/C=C/CO.O
Kohn-Sham gap, eV: 9.7
F_max, hartree/bohr: 0.1215

Results of the Mulliken charge analysis, in e, for atoms 1 through 2:
1. C -1.35
2. C -0.06

---

[10]
The following is a DFT calculation (wB97M-V/def2-TZVPD) of a single C5H12O2 molecule in a non-equilibrium geometry.

```
! RIJCOSX wB97M-V def2-TZVPD def2/J DEFGRID3
* xyz 0 1
C 0.871 -1.590 1.437
O 0.050 -0.660 0.778
C 0.505 0.336 -0.156
C 1.551 -0.254 -1.075
C -0.738 0.839 -0.902
C -1.788 1.494 0.000
O -2.578 0.562 0.702
H 1.851 -2.084 1.066
H 0.814 -2.842 0.974
H 0.484 -1.615 2.457
H 0.937 1.182 0.407
H 1.141 -1.121 -1.605
H 2.418 -0.572 -0.488
H 1.886 0.483 -1.810
H -1.209 0.000 -1.432
H -0.414 1.562 -1.664
H -1.284 2.195 0.689
H -2.485 2.087 -0.604
H -1.965 -0.059 1.119
*
```

ΔE to the lowest compared entry with this formula, charge and spin, kcal/mol: 79.9
LUMO level, hartree: 0.0310
Total energy, Eh: -348.07749
Structure (SMILES): CO[C@@H](C)CCO
Kohn-Sham gap, eV: 10.1
F_max, hartree/bohr: 0.0895

Results of the Mulliken charge analysis, in e, for atoms 1 through 2:
1. C -0.66
2. O -0.31